Entry 1:
Below is C3H5N3 in the gas phase, with properties calculated with ωB97M-V with the def2-TZVPD basis set.

E_LUMO (eV): 0.8
Total charge: 0
SMILES: Cn1nccn1
HOMO energy (Eh): -0.34907

Geometry as XYZ:
```
11
Properties=species:S:1:pos:R:3:forces:R:3
C -1.750 0.008 0.104 0.111 0.500 -0.191
N -0.408 0.199 0.712 1.222 1.577 -1.580
N 0.524 1.411 -0.110 -0.626 -2.492 0.709
C 1.582 0.746 -0.387 -0.642 -2.419 0.879
C 1.439 -0.776 0.059 0.035 1.314 -0.042
N 0.294 -0.907 0.611 0.174 -0.433 0.095
H -2.417 -0.690 0.643 0.831 0.300 0.167
H -1.627 -0.373 -0.916 -0.125 0.153 0.068
H -2.217 0.986 0.095 -0.117 0.072 -0.133
H 2.509 1.083 -0.887 -0.892 0.233 0.426
H 2.071 -1.687 0.076 0.030 1.195 -0.396
```
Positions in Å, forces in eV/Å.

These are the natural (NBO) partial charges, in e, on atoms 1 to 2: -0.4290, -0.0898

Entry 2:
Below is a molecular structure, C3H5N3O, with properties calculated with ωB97M-V with the def2-TZVPD basis set.

E_LUMO (eV): 0.7
Total charge: 0
HOMO energy (Eh): -0.27586

Geometry as XYZ:
```
12
Properties=species:S:1:pos:R:3:forces:R:3
N -1.237 -0.935 1.962 0.061 0.103 -0.115
C -1.264 -0.197 0.844 0.018 0.446 -0.651
N -1.377 0.423 -0.136 0.118 -0.525 0.786
C -0.051 0.519 -1.481 0.222 -0.007 0.142
O 0.020 1.805 -1.849 -0.199 -0.096 -0.069
C 1.105 -0.001 -0.796 -0.149 -0.143 0.061
N 1.157 -0.692 0.291 0.159 0.103 -0.264
H -1.430 -0.402 2.801 -0.006 -0.035 -0.083
H -0.343 -1.420 2.001 -0.122 0.036 0.009
H -0.629 1.938 -2.553 0.145 0.029 0.099
H 1.978 0.094 -1.462 -0.140 0.001 0.079
H 2.072 -1.133 0.379 -0.106 0.090 0.005
```
Positions in Å, forces in eV/Å.

These are the natural (NBO) partial charges, in e, on atoms 1 to 2: -0.8401, 0.5995

Entry 3:
Below is 2 unconnected molecules or ions with the total composition C3H5N3O, with properties calculated with ωB97M-V with the def2-TZVPD basis set.

E_LUMO (eV): 0.3
Total charge: 0
HOMO energy (Eh): -0.33236

Geometry as XYZ:
```
12
Properties=species:S:1:pos:R:3:forces:R:3
N -1.778 -0.849 0.970 0.126 -0.069 -0.076
C -0.660 -1.581 1.110 0.817 -0.561 0.113
N 0.336 -2.164 1.255 -1.029 0.549 -0.091
C 1.609 0.518 0.035 -0.055 -0.177 -0.356
O 1.881 -0.539 -0.673 -0.035 0.245 0.348
C 0.717 1.423 -0.718 -0.242 0.042 0.096
N -0.555 1.353 -0.613 0.389 0.167 -0.090
H -2.583 -1.377 0.656 0.145 0.067 0.061
H -1.592 0.006 0.428 -0.017 -0.117 0.041
H 2.387 -1.155 -0.113 -0.086 0.022 -0.102
H 1.241 2.236 -1.241 -0.057 -0.071 0.047
H -1.004 2.131 -1.096 0.045 -0.099 0.009
```
Positions in Å, forces in eV/Å.

These are the natural (NBO) partial charges, in e, on atoms 1 to 2: -0.8718, 0.4442

Entry 4:
Below is a molecular structure, C3H5N3O, with properties calculated with ωB97M-V with the def2-TZVPD basis set.

E_LUMO (eV): 0.7
Total charge: 0
HOMO energy (Eh): -0.32238

Geometry as XYZ:
```
12
Properties=species:S:1:pos:R:3:forces:R:3
N -0.040 1.659 -0.251 1.234 -0.193 2.879
C 0.411 0.319 -0.184 0.451 -1.955 -1.509
C 1.609 -0.288 -0.017 -0.114 -0.186 -0.141
O 1.408 -1.575 0.290 0.142 -0.484 -0.028
N 0.039 -1.839 0.355 -0.157 0.038 0.043
C -0.546 -0.702 0.089 0.288 -0.462 -0.369
N -1.888 -0.440 0.083 -0.102 -0.087 0.069
H 0.355 1.315 0.805 -1.492 3.960 -1.427
H 0.652 2.275 -0.696 -0.099 -0.388 0.481
H 2.634 0.060 -0.041 -0.198 -0.095 -0.079
H -2.119 0.431 -0.377 -0.033 -0.232 0.085
H -2.516 -1.215 -0.057 0.079 0.085 -0.003
```
Positions in Å, forces in eV/Å.

These are the natural (NBO) partial charges, in e, on atoms 1 to 2: -0.8156, -0.1040

Entry 5:
Below is C3H5N3O in the gas phase, with properties calculated with ωB97M-V with the def2-TZVPD basis set.

E_LUMO (eV): 0.3
Total charge: 0
HOMO energy (Eh): -0.27599

Geometry as XYZ:
```
12
Properties=species:S:1:pos:R:3:forces:R:3
N 2.212 0.804 -0.208 -0.048 -0.071 0.232
C 0.992 0.144 0.006 0.220 -0.208 0.017
C 0.819 -1.172 0.290 -0.216 0.460 -0.209
N -0.740 -1.199 0.115 -0.066 -0.085 0.054
C -1.155 0.187 -0.099 0.337 0.004 -0.047
O -2.473 0.414 -0.155 0.129 0.160 -0.020
N -0.178 0.971 -0.195 -0.309 -0.297 0.068
H 2.978 0.208 0.084 -0.039 0.075 -0.064
H 2.259 1.694 0.275 -0.013 -0.064 -0.046
H -0.898 -1.761 -0.724 -0.080 0.040 0.053
H -1.227 -1.661 0.885 0.135 0.112 -0.027
H -2.588 1.370 -0.274 -0.049 -0.125 -0.011
```
Positions in Å, forces in eV/Å.

These are the natural (NBO) partial charges, in e, on atoms 1 to 2: -0.8139, 0.1198

Entry 6:
Below is a molecular structure, C3H5N3O, with properties calculated with ωB97M-V with the def2-TZVPD basis set.

E_LUMO (eV): 0.7
Total charge: 0
HOMO energy (Eh): -0.29905

Geometry as XYZ:
```
12
Properties=species:S:1:pos:R:3:forces:R:3
C -1.137 0.188 0.042 -0.901 -2.650 -0.247
C -0.376 1.355 0.087 -3.146 1.289 -1.219
C 1.041 -0.115 -0.006 3.817 1.052 -1.183
H -3.036 -0.425 -0.704 -0.970 0.725 -1.520
H -3.110 -0.975 0.912 3.323 2.172 -2.591
H -0.754 2.309 -0.174 -0.731 0.924 0.755
H 3.166 -0.325 0.092 -3.890 -1.061 -0.096
H -0.129 -1.700 -0.576 -0.611 1.030 1.128
N -2.440 -0.565 0.048 -0.072 -0.064 3.398
N 0.957 1.228 -0.066 0.295 -3.508 1.426
N -0.122 -0.756 -0.141 1.889 -1.508 0.533
O 2.240 -0.851 0.104 0.997 1.599 -0.383
```
Positions in Å, forces in eV/Å.

These are the natural (NBO) partial charges, in e, on atoms 1 to 2: 0.2043, -0.0921

Computed orbital gap, in the same sequence as the records: 10.35, 8.22, 9.37, 9.50, 7.77, 8.88 eV.
Computed energy relative to the best compared isomer or geometry (same formula, charge and spin), in the same sequence as the records: 291.9, 459.5, 413.9, 409.2, 381.5, 299.7 kJ/mol.
Computed E, in the same sequence as the records: -7659.430, -9705.822, -9706.294, -9706.343, -9706.630, -9707.477 eV.